1.
DFT (the ωB97M-V functional and the def2-TZVPD basis) results for a structure of composition C35H56O5SSe3Zr.

The value obtained for the HOMO energy is -7.424 eV. The value obtained for the energy is -9393.17863 Eh. Its strongest force on any atom is 0.08 eV/Å. As for the LUMO energy: 0.21 eV. The total charge is 0. The calculation puts the energy above the lowest of the compared OMol25 structures with the same formula, charge and spin at 3.1 kcal/mol.

```
101
Properties=species:S:1:pos:R:3:lowdin_charge:R:1
Zr -0.0772 -0.1632 -2.3763 1.363
C 3.0470 -4.2646 3.9278 -0.046
C 1.8558 -3.2986 3.9811 -0.558
C 2.1035 -2.2445 5.0691 -0.043
C 0.6085 -4.0968 4.3619 -0.066
C 1.6978 -2.6009 2.6316 -0.167
C 0.5460 -2.6800 1.8714 -0.058
C 0.4611 -1.9969 0.6659 -0.389
Se -1.1746 -2.0208 -0.3285 1.195
C -2.0251 -0.5860 0.6138 -0.386
C -2.6703 -0.8234 1.8122 -0.065
C -3.2248 0.2299 2.5276 -0.166
C -3.1283 1.5004 1.9645 0.037
C -2.4973 1.7744 0.7522 -0.078
C -1.9095 0.6963 0.0675 -0.330
O -1.2604 0.8577 -1.0874 -0.353
C -2.4495 3.1924 0.1758 -0.528
C -3.1275 3.2159 -1.2033 -0.034
C -3.1750 4.2000 1.0713 -0.071
C -0.9929 3.6599 0.0403 -0.032
C -3.8958 -0.0397 3.8740 -0.558
C -5.0761 -1.0002 3.6767 -0.047
C -4.4214 1.2397 4.5255 -0.067
C -2.8766 -0.6796 4.8278 -0.047
C 1.5075 -1.2231 0.1661 -0.329
O 1.3581 -0.5845 -0.9974 -0.359
C 2.7057 -1.1510 0.9111 -0.077
C 2.7487 -1.8342 2.1177 0.027
C 3.9130 -0.3633 0.3918 -0.525
C 5.0746 -0.3780 1.3885 -0.070
C 4.4096 -0.9937 -0.9175 -0.037
C 3.5351 1.1053 0.1398 -0.029
H 3.1714 -4.7657 4.8905 0.084
H 2.8918 -5.0262 3.1613 0.090
H 3.9772 -3.7430 3.6993 0.077
H 2.2214 -2.7257 6.0429 0.084
H 3.0067 -1.6662 4.8692 0.078
H 1.2646 -1.5482 5.1282 0.087
H 0.7650 -4.5774 5.3293 0.086
H -0.2691 -3.4526 4.4492 0.076
H 0.3918 -4.8796 3.6322 0.088
H -0.3049 -3.2607 2.2004 0.094
H -2.7250 -1.8385 2.1873 0.103
H -3.5689 2.3270 2.4989 0.083
H -4.1731 2.9107 -1.1195 0.092
H -3.1047 4.2315 -1.6073 0.086
H -2.6296 2.5544 -1.9110 0.042
H -4.2316 3.9523 1.1922 0.087
H -2.7184 4.2711 2.0610 0.086
H -3.1188 5.1867 0.6086 0.084
H -0.4573 3.0428 -0.6762 0.053
H -0.9681 4.6935 -0.3140 0.087
H -0.4811 3.6185 1.0048 0.093
H -5.8189 -0.5655 3.0052 0.090
H -4.7524 -1.9503 3.2490 0.077
H -5.5587 -1.2101 4.6342 0.084
H -5.1780 1.7265 3.9072 0.087
H -4.8827 0.9956 5.4842 0.085
H -3.6183 1.9548 4.7149 0.088
H -2.4960 -1.6232 4.4331 0.068
H -2.0247 -0.0148 4.9844 0.091
H -3.3387 -0.8829 5.7968 0.084
H 3.6548 -1.7727 2.7035 0.093
H 5.4139 -1.3947 1.5937 0.084
H 5.9146 0.1708 0.9595 0.085
H 4.8146 0.1008 2.3355 0.090
H 4.7282 -2.0239 -0.7442 0.093
H 3.6381 -0.9846 -1.6859 0.026
H 5.2678 -0.4339 -1.2988 0.089
H 2.9875 1.5275 0.9851 0.098
H 4.4349 1.7035 -0.0209 0.089
H 2.9221 1.1743 -0.7562 0.048
O 0.9751 1.8731 -2.3857 -0.246
C 1.8947 2.4426 -3.3501 -0.181
C 1.3785 2.2615 -4.7717 -0.570
C 2.1238 3.3118 -5.6213 -0.226
O 1.8430 4.6573 -5.2729 -0.050
C 1.7254 0.8917 -5.3949 -0.538
Se 2.0250 -0.5957 -4.1452 0.596
C -0.1241 2.5749 -4.8515 -0.518
Se -1.3665 1.1156 -4.4267 0.596
H 1.3212 2.0152 -1.4939 0.084
H 2.8683 1.9623 -3.2342 0.115
H 1.9649 3.5084 -3.1290 0.137
H 1.8956 3.1236 -6.6766 0.132
H 3.2012 3.1888 -5.4895 0.133
H 0.9286 4.8503 -5.5028 0.084
H 2.6576 0.9754 -5.9565 0.053
H 0.9364 0.6065 -6.0909 0.042
H -0.3675 2.8625 -5.8773 0.064
H -0.3698 3.4117 -4.1969 0.066
C -0.0643 -3.7022 -4.9940 -0.241
S -0.7432 -2.0536 -4.9523 0.769
C -2.4244 -2.4283 -5.4249 -0.239
O -0.9222 -1.8448 -3.4229 -0.811
H -0.0751 -4.0486 -6.0273 0.066
H -0.6472 -4.3563 -4.3485 0.067
H 0.9625 -3.6117 -4.6452 0.040
H -2.4203 -2.7720 -6.4591 0.066
H -2.9735 -1.4911 -5.3519 0.041
H -2.8409 -3.1797 -4.7568 0.067
```



2.
DFT (the ωB97M-V functional and the def2-TZVPD basis) results for a structure of composition C35H57AsBF5N7O6P2SSc.

The value obtained for the HOMO energy is -8.051 eV. The value obtained for the energy is -6804.57230 Eh. Its strongest force on any atom is 3.26 eV/Å. As for the LUMO energy: 0.09 eV. The total charge is 0.

```
116
Properties=species:S:1:pos:R:3:lowdin_charge:R:1
Sc 0.3513 1.0441 0.3879 0.731
C -3.5734 -1.2059 -2.7380 0.017
C -2.9120 0.0282 -2.1283 -0.265
C -3.3187 1.3095 -2.3796 0.013
C -2.5227 2.1482 -1.5824 -0.228
N -1.6363 1.4285 -0.9451 0.022
N -1.9027 0.1115 -1.2925 0.031
B -1.0012 -0.9274 -0.6181 -0.620
N -0.9275 -2.2627 -1.2734 0.040
N -0.6078 -2.2794 -2.6255 0.166
C -0.7622 -3.5374 -3.0492 -0.259
C -1.0947 -4.3362 -1.9378 0.023
C -1.2499 -3.5364 -0.8496 -0.282
C -1.3890 -3.8867 0.5302 -0.017
C -0.4896 -3.9220 -4.4374 -0.563
C -1.5684 -3.2637 -5.3306 -0.039
C 0.8818 -3.5961 -4.9223 -0.038
C -0.7145 -5.4298 -4.5425 -0.067
N -1.2279 -0.9601 0.9445 -0.020
N -0.1306 -0.8926 1.7438 0.069
C -0.5764 -1.1919 2.9467 -0.252
C -1.9657 -1.4692 2.9624 0.057
C -2.3762 -1.2044 1.6626 -0.275
C -3.6860 -1.3042 0.9929 0.011
C 0.3552 -1.5317 4.0596 -0.527
C 1.5400 -0.6080 3.9950 -0.050
C -0.2358 -1.4340 5.4414 -0.037
C 0.8516 -3.0313 3.8997 -0.005
C -2.8148 3.6951 -1.4696 -0.523
C -1.4588 4.4264 -1.5490 -0.044
C -3.6715 4.1407 -2.6416 -0.076
C -3.6180 4.0405 -0.1948 -0.054
H -4.6116 -1.0064 -3.0556 0.095
H -3.4731 -2.0538 -2.1169 0.051
H -3.0352 -1.3419 -3.6812 0.067
H -4.1306 1.6541 -3.0146 0.112
H 0.2044 -0.5744 -0.8021 0.087
H -1.2686 -5.3782 -1.8797 0.101
H -1.5484 -4.9846 0.5434 0.105
H -2.2945 -3.4664 1.0217 0.078
H -0.4955 -3.6428 1.0874 0.085
H -1.4032 -2.1950 -5.3314 0.074
H -2.5653 -3.4171 -4.9139 0.083
H -1.5881 -3.6971 -6.3053 0.074
H 1.1589 -2.6942 -4.3969 0.064
H 0.9087 -3.4273 -6.0131 0.096
H 1.5789 -4.4173 -4.6735 0.097
H -1.7468 -5.7017 -4.5850 0.080
H -0.2021 -6.0924 -3.9090 0.067
H -0.3352 -5.7596 -5.5117 0.088
H -2.6099 -1.6523 3.8098 0.121
H -4.5302 -1.4495 1.6498 0.088
H -3.6457 -2.1816 0.3170 0.088
H -3.9063 -0.3532 0.4876 0.100
H 1.1740 0.3849 4.3093 0.100
H 1.8117 -0.5879 2.9525 0.038
H 2.3787 -0.9823 4.5402 0.096
H -0.4094 -0.3567 5.7946 0.087
H 0.3601 -1.9935 6.2463 0.120
H -1.1769 -1.9561 5.4088 0.068
H 1.3134 -3.2390 2.9453 0.061
H -0.0374 -3.6283 3.9088 0.077
H 1.5383 -3.2666 4.7315 0.096
H -0.9494 4.2352 -2.4923 0.073
H -0.8230 4.0037 -0.7218 0.074
H -1.6103 5.4913 -1.3577 0.087
H -3.1980 3.8234 -3.5504 0.079
H -3.7567 5.2215 -2.5414 0.091
H -4.6686 3.7005 -2.5932 0.081
H -3.0641 3.7402 0.7449 0.024
H -4.5802 3.5231 -0.2430 0.085
H -3.8152 5.1005 -0.1226 0.075
N 5.6412 0.9304 1.1403 0.162
C 4.2073 0.7380 1.6397 -0.465
C 4.3508 0.7161 3.1582 -0.072
P 3.3529 2.3281 1.2537 0.369
O 3.7549 2.4958 -0.3290 -0.192
O 4.1602 3.3352 1.9851 -0.280
O 1.8487 2.1969 1.3530 -0.372
P 3.4711 -0.5733 0.5951 0.335
O 3.2441 -1.7402 1.6370 -0.105
O 4.5181 -0.9363 -0.4046 -0.276
O 2.1152 -0.0988 0.1729 -0.414
H 5.9155 1.9317 1.1727 0.159
H 5.5114 0.4605 0.2025 0.115
H 6.2167 0.2881 1.6723 0.155
H 5.0011 1.4960 3.5254 0.087
H 4.7953 -0.2334 3.5056 0.100
H 3.3971 0.7087 3.6445 0.044
H 4.3761 3.2837 -0.3498 0.115
H 2.3469 -1.9889 1.8282 0.033
F 1.4110 2.9619 7.0872 0.111
C 0.6899 2.8923 5.9505 -0.122
C 1.0387 3.6744 4.8511 -0.117
F 2.0310 4.6056 4.9254 0.103
C 0.3732 3.5036 3.6820 -0.277
F 0.8076 4.1838 2.6218 0.080
C -0.6764 2.6159 3.5667 -0.401
S -1.2928 2.2696 1.8650 0.701
C -1.0543 1.9506 4.7097 -0.272
F -2.1064 1.1401 4.6385 0.097
C -0.3837 2.0414 5.8837 -0.194
F -0.6889 1.2811 6.9294 0.114
C 0.3724 1.1912 -4.0168 -0.299
As 1.4085 1.5903 -2.4107 1.122
C 2.1557 3.3572 -2.9753 -0.283
C 2.9565 0.4467 -2.9681 -0.269
H 0.1773 0.1069 -4.0184 0.013
H 1.0948 1.5327 -4.7999 0.029
H -0.6011 1.6801 -4.1313 0.021
H 1.9228 3.4699 -4.0244 0.012
H 3.2093 3.3743 -2.8066 -0.003
H 1.7047 4.2038 -2.4191 0.026
H 3.1142 0.6449 -4.0237 0.019
H 2.7405 -0.6007 -2.9268 0.012
H 3.8756 0.6015 -2.3384 0.026
```



3.
DFT (the ωB97M-V functional and the def2-TZVPD basis) results for a cluster of 3 separate species, C35H57BN4O14P2S2 in total.

The value obtained for the HOMO energy is -8.892 eV. The value obtained for the energy is -4143.75259 Eh. Its strongest force on any atom is 6.25 eV/Å. As for the LUMO energy: -0.62 eV. The total charge is 0. Its SMILES is CCCCCCCCCCC[C@H](O[C@@](CC)(CCSc1nnco1)B(O)O)[C@@H](O[C@H](COO)CP(=O)(O)O)[PH2]=S.O=[N+]([O-])c1ccccc1.O=[N+]([O-])c1ccccc1.

```
115
Properties=species:S:1:pos:R:3:lowdin_charge:R:1
C 1.6304 -6.1346 2.6086 -0.145
C 1.3989 -5.9745 1.0116 -0.259
C -0.0103 -5.2958 0.6493 -0.230
C -0.7131 -5.8915 -0.6663 -0.197
C -0.2591 -5.1495 -2.0303 -0.182
C -1.3381 -4.0315 -2.5156 -0.191
C -2.2132 -4.4957 -3.7723 -0.203
C -2.5768 -3.3352 -4.8094 -0.217
C -3.6640 -2.2720 -4.2234 -0.166
C -2.8223 -1.0590 -3.5184 -0.219
C -3.4270 -0.6853 -2.0776 -0.160
C -2.4069 -1.0136 -0.8429 -0.276
O -2.8808 -1.9356 0.1098 -0.085
C -3.7097 -1.5350 1.1883 -0.329
C -2.7663 -1.1645 2.4802 -0.147
C -1.5687 -2.2014 2.7094 -0.066
C -4.7449 -0.3468 1.0238 -0.164
C -6.2988 -0.7085 0.9278 -0.442
S -6.8105 -1.5849 -0.6337 0.948
C -7.2903 -3.3253 -0.2571 -0.514
N -7.3129 -4.3167 -1.2677 -0.022
N -7.6570 -5.5275 -0.7181 0.007
C -7.8524 -5.2491 0.6556 -0.113
O -7.6410 -3.8966 1.0145 -0.029
B -4.4192 -2.9437 1.7114 -0.501
O -5.1657 -3.0015 2.9448 0.106
O -4.2844 -4.1649 0.9622 0.108
C -1.6715 0.3278 -0.2689 -0.394
O -0.5479 -0.1516 0.4738 -0.134
C 0.3003 0.8393 1.0595 -0.309
C -0.3832 2.1851 1.5645 -0.131
O 0.6415 3.1185 2.0250 -0.211
O 0.0436 4.2161 2.5889 -0.035
C 1.6250 1.1926 0.1717 -0.180
P 3.1999 1.0547 1.2496 0.638
O 2.9686 1.4071 2.7142 -0.315
O 4.3933 1.9819 0.4723 -0.200
O 3.7726 -0.5736 1.2403 -0.182
P -1.1956 1.4372 -1.7747 0.466
S 0.1568 0.6346 -2.9311 0.165
H 0.8654 -6.8399 3.0840 0.072
H 1.6090 -5.1096 3.1212 0.073
H 2.6708 -6.5793 2.8130 0.071
H 2.2633 -5.3030 0.6534 0.103
H 1.5493 -7.0102 0.5654 0.100
H -0.7069 -5.5220 1.5418 0.103
H 0.1182 -4.1570 0.6292 0.107
H -1.8370 -5.8170 -0.5110 0.101
H -0.3400 -6.9795 -0.7577 0.107
H 0.7090 -4.5819 -1.7546 0.106
H 0.0215 -5.8726 -2.8639 0.101
H -2.0591 -3.7882 -1.6548 0.108
H -0.7114 -3.0894 -2.7156 0.098
H -1.5703 -5.2586 -4.3554 0.106
H -3.1716 -5.0594 -3.4906 0.121
H -3.0324 -3.8138 -5.7384 0.101
H -1.6392 -2.7709 -5.1769 0.117
H -4.2578 -1.7945 -5.0684 0.104
H -4.2893 -2.8633 -3.4797 0.105
H -2.9122 -0.1369 -4.2043 0.110
H -1.7442 -1.4092 -3.5070 0.034
H -3.8796 0.3597 -2.0085 0.087
H -4.3013 -1.4205 -1.9137 0.078
H -1.5333 -1.5429 -1.3866 0.126
H -2.4021 -0.0799 2.3585 0.100
H -3.4091 -1.1540 3.4367 0.117
H -1.6651 -2.6106 3.7718 0.089
H -0.5915 -1.5941 2.7015 0.078
H -1.4887 -3.0321 1.9401 0.069
H -4.6554 0.3207 1.9659 0.136
H -4.5343 0.3916 0.1628 0.112
H -6.8433 0.3101 0.8692 0.093
H -6.7369 -1.1828 1.8827 0.100
H -8.1215 -6.1447 1.2947 0.136
H -5.3281 -2.1047 3.2987 0.090
H -3.9463 -4.8193 1.6241 0.123
H -2.4462 0.9318 0.3071 0.116
H 0.7462 0.3508 2.0076 0.150
H -0.9984 2.7555 0.7965 0.104
H -1.0417 1.9594 2.4836 0.145
H 0.8057 4.7441 2.9317 0.128
H 1.5532 2.1997 -0.3485 0.094
H 1.7152 0.3062 -0.5628 0.065
H 4.3450 1.6979 -0.4773 0.075
H 3.4999 -1.0247 0.4127 0.063
H -0.6389 2.7046 -1.3362 -0.012
H -2.3689 1.8111 -2.5418 0.002
O 0.9272 9.0911 -1.3110 0.074
N 1.4380 7.9876 -1.1963 -0.349
O 1.3134 7.0808 -2.0058 0.068
C 2.2509 7.7322 -0.0051 -0.145
C 2.3873 8.7275 0.9606 0.001
C 3.1404 8.4717 2.1015 -0.062
C 3.7529 7.2336 2.2688 -0.066
C 3.6210 6.2476 1.2954 -0.070
C 2.8676 6.4934 0.1530 0.000
H 1.9149 9.6959 0.8416 0.119
H 3.2477 9.2370 2.8627 0.110
H 4.3354 7.0349 3.1630 0.112
H 4.1031 5.2849 1.4301 0.101
H 2.7697 5.7160 -0.5965 0.117
O 7.4567 6.8788 1.5887 0.065
N 8.5049 6.4870 1.0972 -0.346
O 9.5761 7.0634 1.2010 0.078
C 8.4693 5.2421 0.3279 -0.141
C 7.2570 4.5806 0.1561 0.010
C 7.2174 3.4122 -0.5939 -0.060
C 8.3834 2.9086 -1.1622 -0.066
C 9.5951 3.5692 -0.9786 -0.065
C 9.6425 4.7418 -0.2317 0.000
H 6.3413 4.9620 0.5931 0.101
H 6.2765 2.8955 -0.7379 0.079
H 8.3480 1.9980 -1.7523 0.108
H 10.5019 3.1716 -1.4213 0.109
H 10.5913 5.2492 -0.0982 0.120
```